Below is 6 unconnected molecules or ions with the total composition C20H42N2O10 at a distorted geometry, with properties calculated with ωB97M-V with the def2-TZVPD basis set.

Each line ends with the Löwdin charge.
Cartesian coordinates (Å):
1 C -2.696 -2.795 -3.150  0.05
2 N -3.707 -1.752 -3.441  -0.44
3 O -3.268 -0.620 -3.493  0.05
4 O -4.885 -2.030 -3.485  0.07
5 H -2.266 -2.539 -2.185  0.10
6 H -1.942 -2.639 -3.919  0.08
7 H -3.117 -3.793 -3.145  0.10
8 C 0.081 5.614 2.192  0.04
9 N 1.478 5.950 1.842  -0.44
10 O 2.080 5.229 1.085  0.08
11 O 1.931 6.941 2.387  0.06
12 H -0.372 5.017 1.400  0.09
13 H -0.520 6.498 2.368  0.10
14 H 0.021 4.955 3.057  0.09
15 C 4.779 -2.987 -0.631  -0.09
16 C 4.151 -1.770 -0.831  -0.11
17 C 3.655 -0.999 0.203  -0.09
18 C 3.655 -1.543 1.486  -0.09
19 C 4.216 -2.794 1.723  -0.09
20 C 4.745 -3.517 0.654  -0.10
21 H 5.237 -3.573 -1.414  0.10
22 H 4.220 -1.352 -1.833  0.10
23 H 3.215 -0.031 0.013  0.08
24 H 3.258 -0.986 2.326  0.10
25 H 4.295 -3.182 2.729  0.10
26 H 5.145 -4.514 0.798  0.10
27 C -1.356 3.415 5.656  -0.11
28 O -1.411 2.275 4.831  -0.18
29 C -1.998 1.196 5.512  -0.22
30 C -2.240 0.043 4.519  -0.22
31 O -3.121 -0.809 5.196  -0.17
32 C -3.635 -1.857 4.397  -0.10
33 H -0.988 3.215 6.665  0.09
34 H -2.359 3.856 5.713  0.09
35 H -0.719 4.197 5.241  0.07
36 H -2.964 1.488 5.943  0.13
37 H -1.430 0.810 6.368  0.13
38 H -1.303 -0.406 4.181  0.12
39 H -2.668 0.575 3.660  0.11
40 H -3.168 -2.851 4.395  0.09
41 H -3.746 -1.533 3.361  0.08
42 H -4.599 -2.105 4.850  0.09
43 C 0.745 2.323 1.000  -0.09
44 O 0.280 2.728 -0.275  -0.16
45 C 0.216 1.640 -1.156  -0.19
46 C -0.964 0.686 -0.779  -0.19
47 O -0.611 -0.167 0.293  -0.20
48 C -1.692 -0.444 1.147  -0.12
49 H 1.569 1.608 0.959  0.09
50 H -0.091 1.962 1.603  0.09
51 H 1.151 3.173 1.543  0.05
52 H 1.055 0.933 -1.124  0.11
53 H 0.066 1.983 -2.177  0.11
54 H -1.223 0.030 -1.620  0.11
55 H -1.843 1.315 -0.600  0.13
56 H -1.335 -1.023 2.000  0.08
57 H -2.457 -1.088 0.695  0.09
58 H -2.117 0.488 1.526  0.08
59 C -0.278 0.481 -4.872  -0.09
60 O -0.523 -0.694 -4.123  -0.23
61 C 0.619 -1.385 -3.677  -0.21
62 C 1.614 -2.087 -4.603  -0.20
63 O 1.065 -3.258 -5.163  -0.18
64 C 1.003 -3.288 -6.570  -0.11
65 H -0.046 0.265 -5.916  0.09
66 H 0.523 1.053 -4.386  0.08
67 H -1.186 1.070 -4.734  0.09
68 H 0.160 -2.082 -2.972  0.12
69 H 1.272 -0.788 -3.019  0.11
70 H 2.478 -2.343 -3.982  0.12
71 H 1.994 -1.410 -5.377  0.12
72 H 1.899 -2.860 -7.023  0.09
73 H 0.085 -2.803 -6.929  0.09
74 H 0.887 -4.318 -6.912  0.09

The calculation puts the HOMO-LUMO gap at 9.679 eV. The value obtained for the LUMO energy is 0.374 eV. The HOMO energy comes out at -9.3 eV. Its SMILES is C[N+](=O)[O-].C[N+](=O)[O-].c1ccccc1.COCCOC.COCCOC.COCCOC.